C13H7F5MnN4SSe2 | ωB97M-V with the def2-TZVPD basis set

Summary:
E_LUMO (spin up / spin down) in eV: 2.31 / 2.29
DFT total energy in eV: -205992.064
HOMO level (spin up / spin down) in Ha: -0.096 / -0.160
Molecular weight in g mol⁻¹: 559.1
Frontier orbital gap (spin up / spin down) in eV: 4.929 / 6.650
⟨S²⟩: 6.037
F_max in Eh/bohr: 0.093

The geometry in ORCA input format:
```
! RIJCOSX wB97M-V def2-TZVPD def2/J DEFGRID3
* xyz -1 5
Se 0.669 -4.204 -2.927
Se -0.754 -4.840 1.268
Mn 0.193 -0.790 -0.830
S 1.147 3.139 -2.927
F 1.547 -2.888 -5.354
F 0.410 -1.097 -5.078
F 2.452 -1.191 -4.418
F -0.337 -1.630 -2.819
F 1.712 -1.759 -2.161
N 0.562 1.009 -1.590
N -0.247 0.367 0.855
N -0.347 2.477 1.645
N -0.172 -2.315 -0.024
C 0.643 3.312 -1.266
C -1.001 -0.746 2.967
C 1.316 -1.903 -4.498
C 0.843 -2.369 -3.107
C -1.132 1.911 3.968
C 0.372 2.059 -0.718
C -1.398 -0.478 4.267
C -0.059 1.681 0.559
C -0.735 1.650 2.672
C 0.959 1.421 -2.758
C -0.664 0.332 2.156
C -0.399 -3.366 0.470
C -1.465 0.817 4.764
H -1.780 0.983 5.784
H -1.184 2.921 4.354
H -1.663 -1.301 4.910
H 0.575 4.274 -0.808
H -0.949 -1.748 2.580
H -0.284 3.479 1.664
H 1.170 0.792 -3.600
*
```

Atomic partial charges in e from the natural (NBO) method, atoms 1 to 2: Se -0.361; Se -0.194